# C42H59Cl3N6OPSV

A molecular structure, C42H59Cl3N6OPSV in a non-equilibrium geometry (ωB97M-V/def2-TZVPD, the OMol25 dataset).

Values from the calculation:
Charge ... +1
Energy above the lowest of the compared OMol25 structures with the same formula, charge and spin ... 35.4 kcal/mol
HOMO (spin up / spin down) ... -0.3364 / -0.3373 hartree
HOMO-LUMO gap (spin up / spin down) ... 6.249 / 5.961 eV
Energy ... -138877.2055 eV
Spin multiplicity ... 4

Last column: Mulliken spin population.
Cartesian coordinates (Å):
V  1.8824  -1.4199  -0.4023  2.651
C  1.1099  -3.7573  -1.9660  0.028
C  2.6322  -3.7513  -1.9502  0.041
N  3.0966  -2.3802  -1.7200  -0.047
C  4.4254  -2.3933  -1.1337  0.010
C  4.2173  -2.7429  0.3149  0.158
C  5.0708  -3.5175  1.0767  -0.006
C  4.7502  -3.7606  2.4079  0.062
C  3.6064  -3.1680  2.9333  -0.016
C  2.8033  -2.3945  2.1140  0.111
C  1.6037  -1.6189  2.5824  0.048
N  0.5792  -1.7147  1.5548  -0.024
C  -0.0704  -3.0257  1.5411  0.025
C  0.5284  -3.9098  0.4400  0.038
N  0.6344  -3.0840  -0.7557  -0.048
N  3.0688  -2.2370  0.8022  -0.207
H  0.7275  -4.7844  -2.0379  0.001
H  0.7695  -3.1880  -2.8380  -0.009
H  3.0207  -4.1411  -2.8984  0.000
H  2.9948  -4.3874  -1.1325  -0.008
H  3.0443  -1.8861  -2.6311  0.025
H  4.8625  -1.3885  -1.2090  0.005
H  5.0958  -3.1120  -1.6259  0.002
H  5.9592  -3.9335  0.6290  0.000
H  5.3853  -4.3761  3.0217  0.001
H  3.3527  -3.3031  3.9719  -0.001
H  1.8994  -0.5671  2.6883  -0.018
H  1.2595  -1.9758  3.5663  -0.006
H  -0.1238  -0.9810  1.6748  -0.071
H  -1.1352  -2.8947  1.3329  -0.001
H  0.0276  -3.5298  2.5125  0.000
H  -0.1178  -4.7854  0.2824  0.003
H  1.5219  -4.2657  0.7262  -0.008
H  -0.3071  -2.7391  -0.9481  0.000
Cl  -1.7958  2.3856  -5.9169  0.000
C  -0.6301  1.2475  -5.3499  0.000
C  -0.6335  0.8883  -4.0142  -0.003
C  0.3200  0.0073  -3.5540  0.004
Cl  0.3282  -0.3673  -1.8592  -0.025
C  1.3035  -0.5963  -4.3887  0.038
O  2.1503  -1.4270  -3.9588  0.019
C  1.2448  -0.1743  -5.7559  0.000
Cl  2.4188  -0.8432  -6.8252  0.000
C  0.3161  0.7217  -6.2271  0.001
H  -1.3726  1.2944  -3.3431  0.000
H  0.3200  1.0140  -7.2659  0.000
N  4.1342  0.2494  2.0913  0.005
C  3.7932  1.0117  1.0213  0.052
N  3.2859  0.5938  -0.1008  -0.020
C  3.1680  1.6492  -0.9946  0.043
C  2.8319  1.5678  -2.3410  -0.017
C  2.7302  2.7254  -3.0883  0.003
C  3.0076  3.9681  -2.5312  0.000
C  3.4226  4.0693  -1.2178  0.001
C  3.5033  2.9107  -0.4701  0.005
S  4.0593  2.7432  1.1708  0.001
H  4.3970  -0.7088  1.9239  0.008
H  4.6635  0.7206  2.8081  0.000
H  2.6913  0.6022  -2.7929  0.033
H  2.4344  2.6580  -4.1244  0.000
H  2.9342  4.8600  -3.1324  0.000
H  3.6954  5.0172  -0.7829  0.000
C  -2.4999  1.1628  5.1812  0.000
C  -2.3990  -0.2583  4.6394  0.000
C  -2.7029  -0.2857  3.1367  0.000
C  -2.1586  0.9588  2.4152  -0.005
C  -0.9549  1.4947  3.1972  0.003
C  -1.4236  2.0554  4.5446  0.000
P  -1.6695  0.5495  0.6311  0.101
C  -1.7164  2.2103  -0.2677  0.001
C  -0.3222  2.8466  -0.3255  -0.018
C  -0.4299  4.2339  -0.9506  0.001
C  -1.1901  5.1831  -0.0149  0.000
C  -2.1683  4.4258  0.8878  0.000
C  -2.7781  3.2430  0.1472  0.000
C  -3.2200  -0.1859  -0.1809  -0.003
C  -3.2182  -1.7140  -0.0971  0.015
C  -4.1676  -2.3166  -1.1424  -0.001
C  -5.3968  -1.4255  -1.3510  0.000
C  -5.7046  -0.6555  -0.0738  0.000
C  -4.5983  0.3678  0.2093  0.002
H  -2.3806  1.1567  6.2652  0.000
H  -3.4960  1.5525  4.9640  0.000
H  -3.1025  -0.9081  5.1595  0.000
H  -1.3946  -0.6390  4.8374  0.000
H  -3.7827  -0.3366  2.9932  0.000
H  -2.2729  -1.1966  2.7079  -0.001
H  -2.9198  1.7425  2.4161  0.001
H  -0.4350  2.2747  2.6392  0.000
H  -0.2349  0.6896  3.3652  -0.004
H  -1.8238  3.0595  4.3997  0.000
H  -0.5657  2.1454  5.2136  0.000
H  -1.9477  1.8883  -1.2914  -0.002
H  0.3367  2.2092  -0.9197  0.017
H  0.1220  2.9409  0.6677  -0.003
H  -0.9473  4.1526  -1.9089  0.000
H  0.5655  4.6309  -1.1539  0.000
H  -1.7412  5.9129  -0.6086  0.000
H  -0.4823  5.7355  0.6049  0.000
H  -2.9629  5.1042  1.2026  0.000
H  -1.6646  4.0717  1.7884  0.000
H  -3.2665  3.6203  -0.7523  0.000
H  -3.5570  2.7921  0.7593  0.000
H  -3.0310  0.0518  -1.2373  -0.001
H  -3.5215  -2.0380  0.8993  0.000
H  -2.2051  -2.0832  -0.2852  0.010
H  -4.4797  -3.3091  -0.8128  0.000
H  -3.6492  -2.4388  -2.0955  0.000
H  -6.2554  -2.0291  -1.6451  0.000
H  -5.2018  -0.7161  -2.1562  0.000
H  -5.7841  -1.3586  0.7563  0.000
H  -6.6638  -0.1437  -0.1599  0.000
H  -4.6376  0.6313  1.2664  0.000
H  -4.7953  1.2704  -0.3692  0.000